{
  "formula": "C9H46NO15",
  "method": "ωB97M-V with the def2-TZVPD basis set",
  "symbols": ["O", "C", "H", "H", "C", "H", "H", "H", "H", "C", "H", "H", "C", "H", "H", "H", "H", "H", "H", "H", "H", "H", "H", "H", "H", "H", "H", "O", "H", "O", "H", "H", "N", "H", "H", "O", "H", "H", "H", "H", "H", "H", "O", "H", "O", "O", "H", "O", "H", "H", "O", "H", "H", "H", "O", "H", "H", "O", "H", "O", "H", "C", "C", "O", "O", "O", "H", "C", "C", "C", "H"],
  "xyz": [[-1.73, -3.14, -0.36], [0.12, 1.45, 2.87], [2.45, 3.80, -0.46], [-1.87, -1.26, -2.03], [0.54, -1.50, 2.09], [-3.16, 0.91, 1.52], [-2.09, 1.94, -4.26], [-0.10, 2.86, 1.37], [2.88, 0.65, -2.89], [1.06, -0.23, 1.35], [-2.87, -0.17, 0.15], [-1.64, 1.41, -1.47], [-2.40, 0.33, 1.00], [0.79, -2.35, 1.46], [4.53, -3.79, 2.12], [1.99, 1.62, 1.83], [-1.00, -3.76, -0.37], [0.35, 2.26, 3.56], [-4.94, -2.54, -0.17], [-2.13, -0.46, 1.71], [-1.35, -0.54, 4.33], [-1.60, 2.41, 2.21], [-1.32, -2.28, -0.34], [3.23, -0.57, 1.36], [-4.73, 0.59, -0.66], [-0.32, 0.64, 3.46], [2.93, -2.98, -1.15], [-4.42, -2.53, -0.98], [2.00, 2.70, -1.41], [3.75, -3.31, -1.50], [-0.60, 2.68, -0.73], [1.88, 0.55, 3.24], [0.03, 0.10, 0.34], [0.80, 0.69, -1.47], [-3.57, -2.87, -0.72], [1.26, -1.56, -3.40], [0.77, 0.82, -2.98], [3.98, -4.06, -0.95], [1.17, -1.70, 2.96], [-3.78, 0.70, -1.83], [0.97, -1.34, -2.51], [-0.48, -1.56, 2.48], [-2.71, 2.35, -4.86], [-1.50, -0.07, -3.52], [2.24, 3.63, -1.38], [-0.22, -0.80, -0.80], [1.28, 3.47, 4.43], [-2.60, -1.32, -2.65], [4.05, -2.35, 2.19], [-2.07, -1.84, 4.61], [1.89, 4.21, 4.39], [-2.62, 1.85, -5.67], [2.50, -1.55, 0.25], [4.16, 0.31, -2.15], [-2.20, -0.89, 4.60], [2.66, 0.09, -0.21], [-2.29, 2.56, -0.31], [3.67, 0.10, -2.95], [-3.32, -1.67, -2.14], [1.31, 1.03, -2.21], [2.22, -1.56, -3.34], [-1.41, 1.97, -0.56], [2.41, -0.54, 0.64], [4.83, -2.90, 2.30], [-4.63, 1.00, -1.52], [-0.78, 0.31, -4.03], [-0.03, -0.25, -3.84], [-1.09, 1.02, 0.60], [1.38, 0.86, 2.32], [-0.70, 2.02, 1.73], [2.18, 4.33, 5.30]],
  "lowdin_spin": [0.010, 0.000, 0.000, -0.001, 0.030, 0.002, 0.000, 0.000, 0.000, 0.032, 0.001, 0.000, 0.021, 0.001, 0.000, 0.000, 0.000, 0.000, 0.000, 0.000, 0.000, 0.000, 0.003, 0.000, 0.000, 0.000, 0.000, 0.000, 0.000, 0.000, 0.000, -0.001, 0.476, 0.001, 0.000, 0.001, 0.000, 0.000, 0.004, 0.000, 0.000, 0.000, 0.000, 0.000, 0.000, 0.364, 0.000, 0.000, 0.000, 0.000, 0.000, 0.000, 0.000, 0.000, 0.000, 0.000, 0.000, 0.000, 0.000, 0.004, 0.000, 0.014, 0.008, 0.000, 0.000, 0.000, 0.000, 0.031, 0.000, 0.000, 0.000],
  "lumo_energy_ev": [-0.6, -2.8],
  "homo_energy_ev": [-10.55, -10.55],
  "gap_ev": [9.962, 7.787],
  "multiplicity": 2
}

---

{
  "formula": "C9H54BNO20Si",
  "method": "ωB97M-V with the def2-TZVPD basis set",
  "symbols": ["O", "H", "H", "H", "H", "C", "H", "O", "O", "O", "O", "H", "H", "O", "H", "O", "O", "O", "H", "H", "H", "C", "H", "H", "H", "H", "H", "H", "O", "H", "C", "H", "O", "H", "O", "H", "H", "H", "O", "H", "H", "H", "H", "H", "O", "H", "C", "H", "H", "H", "N", "H", "O", "B", "C", "Si", "H", "H", "O", "H", "H", "C", "H", "H", "O", "O", "H", "H", "H", "H", "H", "C", "H", "O", "H", "O", "C", "H", "H", "H", "H", "H", "H", "H", "H", "C"],
  "xyz": [[-1.57, 5.68, -0.81], [-0.89, -0.01, 2.90], [-0.53, 4.43, -5.13], [4.33, -3.87, -6.36], [-3.55, 0.91, -0.19], [-1.78, -0.63, 2.81], [-2.84, 2.18, 5.26], [0.58, -3.15, 3.16], [3.95, 4.65, 2.68], [1.42, 3.73, 3.77], [-0.14, 3.61, -5.46], [4.03, 5.25, 1.92], [-5.29, 2.64, -2.58], [-6.72, 0.97, -0.88], [-7.23, 0.75, -0.09], [-1.12, -0.71, -0.06], [-2.56, 3.15, 0.20], [2.80, -3.02, -1.26], [-3.84, -2.78, 0.35], [4.00, -0.22, -0.24], [-4.66, -0.35, 0.35], [2.22, -2.34, -0.51], [5.88, 1.16, 2.14], [-0.80, 1.92, -4.05], [-0.39, 0.72, -1.36], [-3.29, 1.00, 6.11], [6.50, 2.34, 1.39], [-2.58, 4.07, 0.48], [5.66, 1.98, 1.69], [0.93, -4.00, 2.86], [0.71, 0.85, 0.50], [-3.48, -3.56, 4.55], [-4.22, -3.93, 4.06], [1.15, 1.78, 0.12], [5.04, -4.21, 0.43], [2.96, -4.20, -4.14], [0.46, -1.10, -4.90], [4.40, -2.40, 1.54], [-5.27, 3.74, -4.57], [3.75, -5.06, 2.05], [-4.73, 2.51, -1.16], [0.27, 3.85, -6.30], [1.63, 2.92, 4.25], [5.31, -1.54, 2.91], [3.81, -4.61, -6.70], [-2.97, -3.10, 1.88], [-0.58, 0.59, -0.29], [-2.08, 1.37, -3.42], [-4.76, 4.18, -3.87], [2.37, -2.99, -3.41], [1.52, -1.66, 0.20], [-1.31, 1.37, -0.04], [0.46, -1.63, -5.70], [1.84, -0.22, 0.41], [4.57, -1.49, 2.12], [-2.35, -0.88, 1.04], [-1.48, 5.34, -1.71], [-0.68, 5.66, -0.46], [-1.20, 1.72, -3.19], [0.47, 1.06, 1.55], [2.28, 4.08, 3.47], [-3.80, 0.25, 0.64], [4.80, -4.04, -0.49], [2.90, -4.30, -6.68], [3.32, -5.65, 2.68], [2.31, -3.49, -4.23], [3.58, 0.19, 2.81], [5.16, -5.16, 0.49], [3.72, -6.51, 2.55], [-2.45, 3.20, -0.76], [-3.94, -4.83, 3.84], [3.85, -0.38, 1.92], [1.11, -2.32, -5.54], [-4.54, 2.91, -2.02], [-6.23, 0.17, -1.08], [-2.95, 1.23, 5.24], [3.37, 0.14, 0.58], [4.36, 3.83, 2.38], [-2.12, -3.22, 0.35], [-4.10, 0.86, 1.49], [-1.59, -1.61, 3.25], [-2.59, -0.15, 3.37], [3.49, 1.22, 0.64], [-5.80, 4.43, -4.97], [0.59, -2.59, 2.38], [-2.89, -2.67, 0.88]],
  "lowdin_charge": [-0.045, 0.025, 0.039, 0.032, 0.004, -0.132, 0.040, -0.058, -0.047, -0.074, -0.046, 0.054, 0.024, -0.051, 0.046, -0.219, -0.065, 0.143, 0.024, 0.116, 0.010, -0.286, 0.036, 0.012, 0.092, 0.037, 0.052, 0.034, -0.045, 0.025, -0.066, 0.033, -0.060, 0.114, -0.057, 0.043, 0.024, 0.031, -0.059, -0.005, 0.012, 0.043, 0.024, 0.060, -0.058, 0.004, -0.254, 0.048, 0.021, 0.016, 0.286, 0.076, -0.063, -0.331, 0.020, 0.438, 0.039, 0.050, -0.054, 0.109, -0.017, -0.141, 0.034, 0.026, -0.049, -0.052, 0.110, 0.048, 0.034, 0.017, 0.036, -0.199, -0.008, -0.072, 0.030, -0.053, -0.109, 0.021, 0.030, 0.043, 0.015, 0.007, 0.089, 0.040, 0.003, -0.144],
  "lumo_energy_ev": -0.1,
  "homo_energy_ev": -8.84,
  "gap_ev": 8.788
}

---

{
  "formula": "C9H58N2O22",
  "method": "ωB97M-V with the def2-TZVPD basis set",
  "symbols": ["H", "O", "H", "H", "O", "O", "H", "C", "H", "H", "O", "C", "H", "H", "C", "H", "H", "O", "C", "H", "O", "O", "H", "H", "O", "O", "H", "H", "H", "O", "H", "O", "H", "H", "N", "H", "H", "H", "H", "H", "O", "H", "O", "H", "H", "O", "H", "H", "H", "H", "H", "H", "O", "H", "H", "H", "H", "H", "O", "H", "H", "H", "H", "C", "O", "C", "H", "C", "O", "O", "H", "N", "C", "H", "H", "H", "H", "H", "H", "H", "H", "H", "O", "O", "O", "C", "H", "H", "H", "H", "H"],
  "xyz": [[-15.09, 3.93, 14.10], [-13.62, 0.26, 9.34], [-6.74, 1.21, 17.26], [-10.27, -2.05, 8.74], [-7.32, -2.47, 12.75], [-10.22, -0.30, 18.12], [-11.79, -1.02, 14.44], [-12.67, -1.63, 11.95], [-11.15, 1.31, 15.10], [-7.88, 1.75, 13.44], [-7.73, 0.65, 10.57], [-12.16, -0.15, 13.86], [-10.74, 0.46, 9.32], [-9.72, 0.57, 12.51], [-8.85, 2.10, 13.78], [-8.90, 2.46, 14.77], [-9.49, -1.22, 14.22], [-12.53, -1.80, 10.74], [-13.46, -2.63, 12.74], [-14.49, -2.22, 12.90], [-17.05, 2.39, 15.36], [-14.36, 0.74, 13.56], [-15.41, 0.83, 12.26], [-13.66, -0.30, 17.59], [-8.38, 5.57, 12.52], [-7.17, -1.90, 16.26], [-12.79, 2.74, 11.66], [-9.36, 5.30, 12.43], [-11.69, -5.09, 15.58], [-15.14, -1.67, 18.65], [-16.88, 3.02, 14.53], [-11.57, -4.04, 15.60], [-8.14, -2.22, 16.42], [-11.89, 0.07, 11.77], [-13.88, 0.48, 15.64], [-7.53, -1.91, 11.92], [-10.39, -0.40, 19.11], [-6.86, 0.10, 10.59], [-14.85, -2.24, 17.86], [-5.85, 2.52, 12.51], [-6.93, 1.96, 16.60], [-17.59, 1.67, 14.96], [-5.61, 2.64, 13.56], [-7.41, 1.55, 10.93], [-14.29, 2.51, 14.08], [-13.46, 2.30, 11.07], [-11.59, -2.53, 9.51], [-15.90, -5.18, 11.73], [-12.34, -3.60, 16.12], [-7.97, -0.20, 14.37], [-14.71, -2.05, 19.56], [-13.47, 1.17, 9.85], [-16.25, 0.89, 11.66], [-8.22, -2.73, 13.12], [-13.59, -3.55, 12.07], [-13.28, -0.47, 9.98], [-5.83, 3.60, 13.76], [-9.32, -0.14, 15.47], [-10.76, -2.90, 9.03], [-10.35, -4.29, 12.63], [-14.30, 1.32, 19.16], [-16.54, -3.90, 10.87], [-16.14, 1.78, 11.14], [-11.08, 1.03, 14.05], [-11.17, -4.74, 11.02], [-9.05, -0.34, 14.42], [-10.04, -1.23, 17.73], [-13.55, 0.38, 14.38], [-14.20, 3.50, 14.34], [-9.78, -3.93, 13.39], [-12.30, 0.70, 16.99], [-12.22, -0.56, 12.47], [-13.04, -0.03, 16.76], [-10.85, -4.26, 10.18], [-9.52, 0.98, 10.32], [-12.50, -0.91, 16.49], [-14.34, 2.81, 11.19], [-12.99, -2.91, 13.74], [-6.88, -1.25, 17.01], [-9.15, 2.91, 13.04], [-15.27, 0.08, 18.80], [-6.86, 1.48, 15.70], [-15.33, 1.14, 18.98], [-15.69, -4.50, 10.94], [-10.56, 1.01, 10.19], [-9.66, 0.83, 13.63], [-12.11, -5.18, 10.81], [-10.39, -3.90, 14.22], [-14.65, 1.12, 15.90], [-11.45, 1.83, 13.48], [-7.99, 5.59, 11.58]],
  "lowdin_charge": [0.062, -0.169, 0.064, 0.080, -0.128, -0.113, 0.129, -0.532, 0.120, 0.045, -0.107, -0.127, 0.095, 0.129, -0.065, 0.071, 0.021, -0.014, 0.030, 0.102, -0.116, 0.005, 0.008, 0.030, -0.134, -0.134, 0.076, 0.072, 0.135, -0.143, 0.088, -0.151, 0.077, 0.108, 0.100, 0.060, 0.071, 0.106, 0.092, 0.103, -0.119, 0.047, -0.145, 0.080, 0.018, -0.094, 0.045, 0.102, 0.087, 0.076, 0.153, 0.024, -0.151, 0.003, 0.089, 0.005, 0.074, 0.077, -0.130, 0.031, 0.090, 0.090, 0.063, -0.100, -0.142, -0.055, 0.074, -0.458, -0.125, -0.133, 0.069, 0.159, -0.042, 0.035, 0.033, 0.055, 0.094, 0.073, 0.081, 0.093, 0.032, 0.039, -0.187, -0.166, -0.142, -0.414, 0.124, 0.027, 0.156, 0.092, 0.069],
  "lumo_energy_ev": -1.1,
  "homo_energy_ev": -9.24,
  "gap_ev": 8.111,
  "e_above_lowest_kj_mol": 174.8
}